The following is a DFT calculation (wB97M-V/def2-TZVPD) of C13H29AlIO24S6 as an isolated structure.

Geometry as XYZ:
```
74
Properties=species:S:1:pos:R:3:forces:R:3
C -3.09892 1.68410 0.71215 0.488 -0.104 -0.205
Al -1.45659 2.61192 1.40245 -0.536 -0.042 0.385
I 0.61016 1.43260 0.22654 -0.838 -0.774 -0.604
H -3.65116 2.23980 -0.04914 -0.138 0.038 0.150
H -2.78871 0.74188 0.24337 -0.041 -0.010 0.039
H -3.74414 1.42825 1.55536 -0.167 0.157 -0.099
H -1.43424 4.21570 1.17458 0.144 0.049 -0.282
H -1.29704 2.32974 2.97535 0.236 0.076 0.014
C 4.76088 5.81240 1.12586 0.386 0.053 0.134
C 4.93876 4.95284 -0.10814 -0.346 0.081 -0.260
O 4.89284 3.60841 0.37961 0.256 0.481 0.591
S 3.88102 3.52989 1.65082 -0.231 0.150 -0.049
O 2.62263 3.07992 1.19223 0.904 0.679 0.622
O 4.58411 2.91688 2.71842 0.107 -0.093 -0.032
O 3.80285 5.11808 1.91776 -0.023 -0.087 -0.219
H 5.69198 5.88793 1.69346 0.025 0.020 -0.051
H 4.39712 6.80941 0.89060 -0.179 -0.049 0.075
H 5.88533 5.13750 -0.61220 0.078 -0.179 0.081
H 4.11472 5.09095 -0.81342 -0.004 0.069 0.022
C -4.65900 2.63192 -4.72200 -0.278 0.208 0.134
C -3.56148 3.03095 -3.75672 0.385 -0.020 -0.287
O -3.72039 2.13809 -2.65706 -0.392 0.051 -0.016
S -4.24623 0.72180 -3.16744 0.218 0.237 0.083
O -3.15076 -0.15863 -3.32683 -0.187 -0.164 -0.103
O -5.39446 0.36891 -2.41640 -0.047 -0.109 0.028
O -4.71213 1.20641 -4.63740 0.213 0.046 -0.008
H -5.62700 3.03286 -4.41168 0.023 0.043 0.006
H -4.45016 2.93821 -5.74423 0.035 -0.201 -0.052
H -3.64971 4.05980 -3.41891 -0.051 -0.081 0.231
H -2.57002 2.87351 -4.18783 -0.016 0.033 -0.036
C 5.83221 2.95667 -3.17083 -0.361 0.185 -0.006
C 5.52524 2.03686 -2.00920 0.310 -0.087 0.054
O 4.91276 0.89157 -2.62561 -0.078 0.231 -0.260
S 5.53670 0.65249 -4.06905 -0.019 0.115 0.246
O 6.55669 -0.33229 -3.99047 0.044 -0.062 -0.164
O 4.48502 0.54956 -5.01225 -0.017 -0.154 -0.068
O 6.24732 2.08332 -4.22760 0.155 -0.074 0.144
H 4.94028 3.49544 -3.49877 -0.009 -0.007 0.026
H 6.62294 3.66816 -2.94447 0.144 -0.116 -0.140
H 4.85894 2.48829 -1.28326 -0.182 -0.423 -0.227
H 6.43909 1.70750 -1.50912 -0.005 0.035 0.019
C -4.38195 -2.68562 4.00696 0.341 -0.310 -0.043
C -4.53738 -2.15024 5.41242 -0.425 0.070 0.033
O -3.73636 -0.96920 5.43122 0.161 -0.150 -0.118
S -3.75835 -0.27131 3.97765 0.084 -0.191 -0.042
O -4.73349 0.75832 3.98755 -0.029 0.070 -0.051
O -2.42419 -0.05486 3.57263 0.004 -0.021 0.128
O -4.36294 -1.52350 3.17181 -0.301 0.144 0.235
H -3.43413 -3.20809 3.88999 -0.021 -0.048 0.064
H -5.20085 -3.34058 3.71793 -0.080 0.168 -0.146
H -4.19306 -2.85170 6.16786 0.213 0.120 0.014
H -5.57363 -1.86817 5.61999 -0.010 -0.045 -0.010
C 1.02192 -3.20234 2.85341 0.406 -0.061 -0.197
C 0.09334 -4.08642 2.05448 -0.387 0.460 -0.146
O -0.26241 -5.14646 2.96863 0.257 -0.080 0.068
S -0.29868 -4.57787 4.45621 0.248 0.324 -0.280
O -1.63995 -4.27105 4.81473 -0.063 -0.137 0.223
O 0.49597 -5.42083 5.27653 -0.132 -0.151 0.101
O 0.46296 -3.21229 4.18240 -0.220 -0.069 -0.097
H 2.02905 -3.62036 2.90639 -0.013 -0.017 0.007
H 1.07005 -2.18801 2.46419 -0.191 0.089 0.213
H 0.56210 -4.49102 1.16358 -0.013 -0.219 0.095
H -0.81675 -3.55428 1.77539 0.043 0.033 -0.063
C 0.30530 -5.27818 -2.62760 0.141 -0.151 0.304
C -1.17304 -5.41706 -2.32234 -0.170 -0.003 -0.389
O -1.48280 -4.26974 -1.52965 0.360 -0.168 0.186
S -0.56840 -3.02719 -1.99686 -0.055 0.058 -0.048
O -1.31044 -2.23025 -2.89452 0.163 0.067 -0.047
O 0.07510 -2.50229 -0.85088 -0.061 -0.049 0.148
O 0.50151 -3.88146 -2.84614 -0.260 -0.124 -0.114
H 0.91789 -5.58492 -1.77583 -0.021 -0.051 -0.006
H 0.60536 -5.83874 -3.50929 0.031 0.167 -0.095
H -1.40550 -6.32578 -1.77317 -0.043 0.119 0.178
H -1.77368 -5.37810 -3.23417 0.036 -0.044 -0.022
```
Positions in Å, forces in eV/Å.

As for the total charge: -1. As for the HOMO energy: -4.167 eV. The value obtained for the HOMO-LUMO gap is 5.96 eV. The relative energy (zero: lowest compared OMol25 entry of this formula, charge and spin) is 0.0 kJ/mol. Its spin multiplicity is 1. The value obtained for the electronic energy is -142796.5455 eV. The strongest force on any atom is 0.0251 Eh/bohr.

---

The following is a DFT calculation (wB97M-V/def2-TZVPD) of C13H29BNO10S2 as an isolated structure.

Geometry as XYZ:
```
56
Properties=species:S:1:pos:R:3:forces:R:3
C -0.50825 2.53448 5.51951 0.026 -0.370 -0.427
C 0.39118 2.52814 4.25847 -0.503 -0.106 0.908
C -0.04005 1.40836 3.31622 0.525 0.805 0.135
C 0.48473 1.54439 1.89791 -0.360 -0.914 0.117
S 1.98382 0.62259 1.57791 0.121 0.311 -0.515
O 3.10216 1.49927 1.92941 0.106 -0.064 0.832
O 1.96658 0.29647 0.17463 -0.321 -0.081 -0.665
N 1.83754 -0.68827 2.49318 0.734 0.644 -0.386
S 3.26541 -1.31842 2.86490 -0.767 -0.629 0.188
O 3.00124 -2.61317 3.44964 -0.218 -0.551 0.721
O 4.21853 -1.36612 1.78745 0.519 0.403 -0.557
B 3.90678 -0.26919 4.28806 0.220 0.020 -0.204
O 2.99188 0.15858 5.17663 -0.575 0.478 0.577
O 5.21428 0.03907 4.50260 0.220 0.621 -0.518
C 5.92161 0.56265 3.36708 0.698 -0.218 -0.199
H 0.06198 2.37461 6.42556 0.111 0.286 0.305
H -1.19440 1.69514 5.46753 -0.207 -0.190 0.016
H -1.12422 3.42443 5.58835 0.028 0.256 0.189
H 1.40328 2.36964 4.61173 0.376 0.028 -0.363
H 0.33844 3.50742 3.79185 0.093 0.106 -0.272
H -1.12475 1.38706 3.30714 -0.266 -0.091 -0.182
H 0.32694 0.47603 3.73076 -0.205 -0.289 0.034
H -0.23851 1.10126 1.22570 0.027 -0.050 -0.121
H 0.65725 2.56386 1.57531 0.292 0.210 0.047
H 3.36014 0.90445 5.67566 -0.050 -0.427 0.050
H 6.83174 1.04561 3.70757 0.074 0.078 0.397
H 6.21472 -0.23018 2.69150 -0.111 -0.248 -0.133
H 5.34413 1.28627 2.80319 -0.346 0.016 0.034
O -1.73070 -0.07478 0.50295 -0.496 0.008 -0.119
C -1.65420 -1.14533 -0.04079 0.310 -0.025 -0.144
O -0.75013 -2.01452 0.42917 -0.093 -0.022 0.354
C -0.64373 -3.36811 0.01073 0.088 -0.160 -0.181
C 0.22241 -3.49963 -1.22459 0.047 0.093 -0.110
C -2.46152 -1.48366 -1.27161 -0.151 -0.351 0.685
H -1.63185 -3.81555 -0.12336 -0.032 0.056 -0.072
H -0.17330 -3.88800 0.84371 0.030 0.122 0.074
H -0.21253 -2.97374 -2.07613 -0.063 -0.045 -0.006
H 0.34784 -4.55008 -1.49374 -0.005 -0.008 0.021
H 1.20289 -3.06238 -1.03760 0.001 -0.010 0.073
H -1.93855 -1.11287 -2.14313 0.066 0.015 -0.033
H -3.42249 -0.98686 -1.19989 0.076 0.216 -0.079
H -2.65812 -2.54771 -1.39042 0.169 -0.017 -0.094
O -3.47472 -0.58183 -3.70725 -0.271 0.150 -0.369
C -3.14100 -0.10478 -4.75544 0.046 -0.238 -0.152
O -3.74258 1.02496 -5.18055 -0.085 0.178 0.198
C -3.28703 1.78189 -6.30236 0.030 -0.002 -0.205
C -3.85763 1.25897 -7.60478 -0.030 -0.142 0.014
C -2.12350 -0.78444 -5.64378 0.341 0.258 0.100
H -2.19784 1.83277 -6.31855 0.011 -0.062 -0.002
H -3.64316 2.79537 -6.12627 -0.042 -0.024 0.114
H -3.53085 0.23858 -7.80538 0.072 0.023 -0.023
H -3.54690 1.88992 -8.43806 0.001 0.016 0.007
H -4.94657 1.24772 -7.56013 -0.007 0.068 0.006
H -2.63127 -1.52737 -6.25742 -0.021 0.006 -0.012
H -1.40079 -1.28782 -5.00658 -0.122 -0.117 0.057
H -1.56637 -0.10515 -6.28425 -0.113 -0.019 -0.110
```
Positions in Å, forces in eV/Å.

As for the total charge: -1. As for the HOMO energy: -5.140 eV. The value obtained for the HOMO-LUMO gap is 7.17 eV. Its spin multiplicity is 1. The value obtained for the electronic energy is -58266.3012 eV. The strongest force on any atom is 0.0204 Eh/bohr.

---

The following is a DFT calculation (wB97M-V/def2-TZVPD) of one molecule with the formula C13H29ClNO2PS.

Geometry as XYZ:
```
48
Properties=species:S:1:pos:R:3:forces:R:3
C 4.37202 -1.74465 -1.33808 -0.069 -0.407 -0.146
C 2.99231 -2.42994 -1.28007 0.618 0.497 0.923
C 2.10240 -1.71624 -0.23563 0.307 -0.348 -0.756
C 1.12789 -0.74106 -0.85450 -0.053 0.217 0.135
O 0.65702 0.19267 0.10263 -0.313 -0.072 -0.082
P -1.03612 0.01014 0.44037 -1.044 -0.577 0.734
C -1.55039 0.73904 -1.19085 0.503 0.870 0.216
C -0.70224 1.90332 -1.70339 -0.420 0.319 -0.262
C -0.93368 3.19715 -0.90547 0.144 -0.562 -0.780
S 0.40787 4.39530 -1.12416 0.108 0.578 0.278
C -2.86858 -0.42744 0.87301 0.249 -0.296 -0.593
C -3.62627 -1.24922 -0.18976 -0.136 -0.071 1.038
C -2.89356 -2.46383 -0.73380 -0.345 0.820 -0.556
Cl -2.55359 -3.67012 0.52518 0.099 -0.010 -0.099
C -0.97833 1.06147 1.97194 1.212 0.653 -0.727
C 0.23772 1.99187 2.21884 -0.783 -0.455 0.389
C 1.36527 1.39990 3.04913 -0.827 -1.257 -1.975
N 1.94105 0.14290 2.76050 -0.447 -0.351 0.167
O 1.76327 2.01324 3.96347 1.400 1.989 2.460
H 4.32419 -0.70683 -1.03062 -0.058 0.351 -0.291
H 5.05350 -2.22121 -0.63957 0.050 -0.091 0.209
H 4.83970 -1.84273 -2.31123 0.052 0.199 -0.223
H 3.18169 -3.42664 -0.90129 -0.207 -0.416 -0.277
H 2.53369 -2.50191 -2.26128 -0.197 0.034 -0.088
H 2.75816 -1.14564 0.41018 0.074 -0.015 0.353
H 1.59283 -2.47623 0.34788 -0.315 0.121 0.306
H 1.59026 -0.18374 -1.67069 0.208 0.008 -0.116
H 0.29986 -1.30466 -1.30279 -0.075 -0.058 -0.083
H -0.78287 -1.38009 0.61353 0.123 0.156 -0.198
H -2.55170 1.13535 -1.04947 -0.274 -0.103 0.061
H -1.62226 0.00476 -1.98743 0.031 -0.437 0.167
H -1.06678 2.12933 -2.70405 0.109 -0.060 -0.280
H 0.34975 1.67826 -1.82002 0.141 -0.228 0.318
H -1.81539 3.65009 -1.34440 -0.199 0.285 0.104
H -1.17796 3.00573 0.13375 0.415 0.064 0.251
H 1.37085 3.67638 -1.72919 -0.378 -0.298 0.156
H -3.44957 0.46646 1.09303 -0.117 0.143 0.011
H -2.84635 -1.02923 1.78094 0.110 0.020 0.236
H -4.53108 -1.62460 0.28823 -0.231 -0.020 -0.045
H -3.97393 -0.60862 -0.99474 0.164 -0.031 -0.374
H -3.49927 -2.90309 -1.51440 -0.179 -0.485 0.042
H -1.98133 -2.15582 -1.22706 0.487 -0.231 0.162
H -1.84576 1.70753 1.91717 -0.321 -0.033 -0.062
H -1.12101 0.44380 2.85413 -0.177 -0.392 -0.074
H -0.12485 2.80972 2.83291 -0.041 0.164 0.157
H 0.60260 2.46646 1.31778 0.324 -0.256 -0.339
H 2.78009 0.23968 2.20594 0.029 -0.148 0.105
H 1.28889 -0.50704 2.34337 0.251 0.221 -0.548
```
Positions in Å, forces in eV/Å.

As for the HOMO energy: -9.075 eV. The value obtained for the HOMO-LUMO gap is 9.59 eV. Its spin multiplicity is 1. The value obtained for the electronic energy is -52181.8241 eV. The strongest force on any atom is 0.0673 Eh/bohr. As for the SMILES: CCCCO[PH](CCCS)(CCCCl)CCC(N)=O.

---

The following is a DFT calculation (wB97M-V/def2-TZVPD) of C13H29IInNO4SSi as an isolated structure.

Geometry as XYZ:
```
51
Properties=species:S:1:pos:R:3:forces:R:3
In -1.01075 3.60924 -0.15841 0.703 -0.585 -0.003
C 2.93157 1.87369 1.13952 0.421 -0.436 -0.648
C 2.18023 1.11597 0.03297 0.669 0.608 0.290
C 2.34853 1.89133 -1.27492 0.508 0.174 -0.530
C 2.61630 -0.39892 -0.03649 -0.364 1.084 -1.439
O 0.68471 1.33467 0.30245 0.673 0.835 0.318
Si -0.48409 0.22652 0.05523 2.621 -1.821 -1.498
S -2.18158 1.26822 0.68479 -1.759 2.515 0.128
O -0.39753 -0.09598 -1.54232 -0.796 -0.552 1.451
C -1.00634 -1.25421 -2.31503 0.544 1.021 -0.243
C -1.29596 -0.46530 -3.56236 -1.324 -0.240 -2.479
C -2.21276 -1.86518 -1.68165 -0.553 0.027 0.468
C 0.04873 -2.27912 -2.64289 0.770 -0.281 -0.752
O -0.18421 -1.08931 0.89060 -0.763 0.143 0.193
C -0.75070 -1.89744 1.91792 0.810 -0.404 1.347
C -2.18367 -2.23176 1.69660 -1.040 -0.823 -2.296
C -0.65533 -1.20719 3.30502 0.918 -0.211 -0.398
C 0.07072 -3.18444 1.96586 1.322 0.145 0.711
H 3.91962 1.44183 1.30111 -0.033 -0.169 -0.160
H 2.42537 1.77746 2.07906 -0.387 0.289 0.536
H 3.13879 2.89807 0.82114 -0.425 0.101 0.419
H 3.41192 2.00549 -1.60396 -0.763 -0.484 0.300
H 2.03567 2.94914 -1.09688 -0.087 -0.604 -0.125
H 1.74576 1.43188 -2.08123 0.373 0.292 0.307
H 3.69769 -0.58961 0.14541 -0.816 0.586 -0.041
H 2.38932 -0.67271 -1.07800 0.220 -0.384 0.295
H 2.01595 -1.03209 0.58528 -0.079 -0.175 0.518
H -1.97168 0.38507 -3.42056 -0.154 -0.284 0.377
H -1.72252 -1.04002 -4.46081 0.596 0.447 1.508
H -0.38085 -0.01075 -3.91159 0.423 -0.043 -0.134
H -2.89743 -1.09246 -1.28894 0.108 -0.336 -0.092
H -2.00434 -2.62512 -0.91416 0.215 0.559 -0.544
H -2.72873 -2.39622 -2.47175 -0.303 -0.062 -0.188
H 0.95446 -1.72232 -2.90380 -0.017 -0.266 -0.190
H -0.28939 -2.83713 -3.54282 0.244 0.383 0.480
H 0.33862 -3.04167 -1.91594 -0.412 0.355 0.394
H -2.85599 -1.36854 1.71351 0.064 0.080 0.223
H -2.50472 -2.95950 2.43493 -0.161 0.075 0.097
H -2.33189 -2.69700 0.66544 0.135 0.420 1.832
H -1.38522 -0.37258 3.38205 0.607 -0.294 0.032
H 0.41355 -0.91992 3.49589 -1.075 0.130 -0.085
H -0.91130 -1.96964 4.05377 -0.049 0.390 -0.089
H 0.13902 -3.78599 1.06319 -0.131 0.434 -0.410
H -0.43791 -3.80595 2.66666 -0.238 -0.677 0.680
H 1.11907 -3.05353 2.38172 -1.188 0.140 -0.616
O -2.82829 2.91167 3.27158 4.581 -2.259 -4.226
N -1.93021 2.61978 2.60216 -4.134 1.702 4.185
I 1.53227 5.89839 1.20887 -1.726 0.025 -1.524
C -0.09506 5.88902 -0.38144 1.189 -0.972 1.407
H 0.38268 5.80445 -1.36634 -0.408 0.129 0.342
H -0.90211 6.62971 -0.21050 0.467 -0.727 -0.129
```
Positions in Å, forces in eV/Å.

As for the total charge: +2. As for the HOMO energy (alpha / beta): -15.776 / -15.774 eV. The value obtained for the HOMO-LUMO gap (alpha / beta) is 5.87 / 5.84 eV. The relative energy (zero: lowest compared OMol25 entry of this formula, charge and spin) is 116.6 kJ/mol. Its spin multiplicity is 1. The value obtained for the electronic energy is -55601.2963 eV. The strongest force on any atom is 0.1289 Eh/bohr.

---

Which of these has the lowest electronic energy? C13H29AlIO24S6

---

Look up the electronic energy of the third one. -52181.8241 eV